Formula: C4H9NO2
Source: the Open Molecules 2025 dataset
Level of theory: ωB97M-V/def2-TZVPD

Properties
energy above the lowest of the compared OMol25 structures with the same formula, charge and spin: 95.0 kJ/mol
structure (SMILES): N[C@@]1(O)CCCO1

Each atom is followed by the atoms it is bonded to, with distances in Å.
CARTESIAN COORDINATES (ANGSTROEM)
1 N -1.879 0.203 -0.963  C2 1.425, H8 1.014, H9 1.014
2 C -0.522 0.460 -0.609  N1 1.425, O3 1.404, C4 1.545, O7 1.449
3 O -0.105 1.573 -1.354  C2 1.404, H16 0.967
4 C -0.368 0.637 0.919  C2 1.545, C5 1.527, H10 1.094, H11 1.092
5 C 0.384 -0.619 1.352  C4 1.527, C6 1.519, H12 1.092, H13 1.097
6 C 1.284 -0.820 0.145  C5 1.519, O7 1.425, H14 1.104, H15 1.093
7 O 0.399 -0.606 -0.951  C2 1.449, C6 1.425
8 H -1.982 0.079 -1.964  N1 1.014
9 H -2.263 -0.595 -0.469  N1 1.014
10 H 0.230 1.537 1.092  C4 1.094
11 H -1.339 0.768 1.403  C4 1.092
12 H 0.914 -0.521 2.302  C5 1.092
13 H -0.300 -1.474 1.415  C5 1.097
14 H 2.110 -0.088 0.144  C6 1.104
15 H 1.720 -1.818 0.056  C6 1.093
16 H 0.699 1.255 -1.787  O3 0.967